ORCA calculation (wB97M-V/def2-TZVPD) on a structure of composition C26H21BCl2F2NORe in a non-equilibrium geometry.

Last column: Mulliken charge in e.
Atoms and positions in Å:
Re (-0.4538, 0.4679, 0.3819)  1.2496
C (-3.9648, -0.0421, 0.2183)  -1.7629
C (-2.7916, -0.5136, 1.0330)  0.3715
C (-2.4567, 0.1115, 2.2412)  -0.8214
C (-1.4916, -0.4263, 3.1060)  1.2015
C (-1.1990, 0.2316, 4.4242)  -1.8143
C (-0.8335, -1.5866, 2.7214)  -0.3456
C (-1.1272, -2.2332, 1.5144)  1.1368
C (-0.4349, -3.5134, 1.1368)  -1.7989
C (-2.1023, -1.6856, 0.6845)  -0.7903
H (-4.8620, -0.5658, 0.5536)  0.3847
H (-3.8244, -0.2563, -0.8405)  0.3439
H (-4.1355, 1.0265, 0.3435)  0.3935
H (-3.0032, 0.9958, 2.5429)  0.3772
H (-1.7951, -0.2345, 5.2120)  0.4711
H (-1.4481, 1.2910, 4.4009)  0.3310
H (-0.1498, 0.1236, 4.6982)  0.3302
H (-0.0832, -2.0118, 3.3803)  0.4881
H (-0.9621, -4.3648, 1.5716)  0.3864
H (0.5887, -3.5379, 1.5109)  0.3919
H (-0.4208, -3.6505, 0.0561)  0.4097
H (-2.3681, -2.1931, -0.2354)  0.3983
Cl (1.6018, 3.3798, 4.2116)  -0.1783
C (2.4124, 2.3385, 3.1215)  0.5622
C (3.8166, 2.2336, 3.1572)  -0.4316
C (4.4603, 1.4010, 2.2913)  0.6169
Cl (6.1752, 1.2725, 2.3656)  -0.2116
C (3.7401, 0.6421, 1.3287)  -0.2686
C (4.3345, -0.2447, 0.4065)  -0.6185
C (3.5473, -0.9301, -0.4775)  -1.1931
C (2.1670, -0.7206, -0.4759)  -0.0260
N (1.5712, 0.1090, 0.3690)  -0.1672
C (2.3406, 0.7795, 1.2957)  0.1253
C (1.6924, 1.6115, 2.2213)  -0.2732
O (0.3112, 1.6531, 2.2020)  -0.0354
H (4.3750, 2.8151, 3.8769)  0.5056
H (5.4081, -0.3741, 0.4120)  0.4740
H (3.9735, -1.6176, -1.1931)  0.4323
H (1.5142, -1.2134, -1.1837)  0.5691
F (0.3465, 3.5223, 0.7176)  -0.2654
B (-0.3738, 2.6173, 1.3903)  0.4793
F (-1.6315, 2.9552, 1.7403)  -0.2354
C (-0.7238, 0.1919, -1.5665)  -0.6351
C (-0.7977, 0.1290, -2.7843)  0.4077
C (-0.9044, 0.0522, -4.2097)  0.4798
C (0.1741, -0.4208, -4.9642)  -0.5006
C (0.0950, -0.4598, -6.3448)  -0.5100
C (-1.0584, -0.0301, -6.9880)  -0.4553
C (-2.1364, 0.4311, -6.2451)  -0.5156
C (-2.0640, 0.4728, -4.8633)  -0.4575
H (1.0703, -0.7500, -4.4540)  0.4064
H (0.9353, -0.8221, -6.9222)  0.3879
H (-1.1169, -0.0535, -8.0680)  0.3939
H (-3.0367, 0.7634, -6.7447)  0.3911
H (-2.9000, 0.8337, -4.2784)  0.4149

Output
- total charge = +1
- relative energy (zero: lowest compared OMol25 entry of this formula, charge and spin) (eV) = 0.7847
- expectation value of S² = 3.797
- multiplicity = 4

---

ORCA calculation (wB97M-V/def2-TZVPD) on a structure of composition C26H21Cl2I2N4O5S2Sn in a non-equilibrium geometry.

Last column: Mulliken charge in e.
Atoms and positions in Å:
Sn (0.4462, 1.1580, 0.5239)  0.7714
Cl (0.9275, 2.0749, 3.1822)  -0.1161
C (2.5440, 1.6890, 3.6311)  0.6402
C (2.8288, 1.4487, 4.9621)  -0.6891
C (4.1271, 1.1666, 5.3641)  -0.3908
C (5.1568, 1.1241, 4.4397)  -0.5808
C (4.8884, 1.3425, 3.0996)  0.1629
Cl (6.1707, 1.2822, 1.9755)  -0.1755
C (3.5687, 1.6128, 2.6527)  0.2214
S (3.2856, 1.8086, 0.9726)  -0.1821
H (2.0370, 1.4893, 5.6921)  0.4366
H (4.3337, 0.9904, 6.4074)  0.3961
H (6.1673, 0.9214, 4.7527)  0.4379
I (0.3053, 6.4906, -0.0053)  0.1560
C (0.3283, 5.1840, -1.6229)  -0.6118
C (0.1859, 5.6037, -2.9328)  -0.3103
C (0.2005, 4.6837, -3.9614)  -0.1731
I (0.0289, 5.4038, -5.9306)  0.1647
C (0.3295, 3.2923, -3.7046)  0.9446
C (0.3207, 2.2872, -4.6876)  -0.5671
C (0.4388, 0.9708, -4.3175)  -1.0568
C (0.5463, 0.6529, -2.9586)  -0.4653
N (0.5769, 1.5792, -2.0251)  0.2299
C (0.4817, 2.8683, -2.3628)  -0.0073
C (0.5350, 3.8249, -1.2761)  0.6897
O (0.7524, 3.4729, -0.0953)  -0.3959
H (0.0768, 6.6569, -3.1494)  0.4038
H (0.2153, 2.5550, -5.7288)  0.2091
H (0.4379, 0.1889, -5.0593)  0.4314
H (0.6145, -0.3701, -2.6081)  0.6731
C (-5.3197, -0.0852, -0.4520)  -1.0899
N (-4.1257, 0.5938, -0.0162)  0.0314
C (-4.0895, 1.7739, 0.8157)  -0.3647
C (-2.5855, 2.0659, 0.8523)  0.0983
O (-2.0159, 2.9266, 1.4725)  -0.6292
N (-1.9710, 1.1374, 0.0682)  0.3059
C (-2.8759, 0.2581, -0.3572)  0.0404
N (-2.5395, -0.7973, -1.0888)  -0.2687
H (-6.1844, 0.4766, -0.1102)  0.3908
H (-5.3654, -1.0994, -0.0446)  0.3303
H (-5.3479, -0.1361, -1.5432)  0.3604
H (-4.4615, 1.5689, 1.8221)  0.3609
H (-4.6545, 2.6082, 0.3907)  0.3704
H (-1.5523, -1.0671, -1.0038)  0.1520
H (-3.2244, -1.5212, -1.2393)  0.3046
C (0.0259, -7.3636, -0.6201)  -1.4036
C (0.1405, -5.9897, -0.0377)  0.9331
C (1.3709, -5.3543, 0.0896)  -0.7399
C (1.4494, -4.0404, 0.5213)  -0.7431
C (0.2903, -3.3695, 0.8567)  -0.2776
C (-0.9406, -3.9920, 0.7763)  -0.5298
C (-1.0096, -5.3030, 0.3427)  -0.6248
S (0.3317, -1.6092, 1.0168)  1.8542
O (-0.7767, -1.0803, 1.7950)  -0.7059
O (1.6117, -1.1012, 1.4963)  -0.6523
O (0.1420, -1.1905, -0.4078)  -0.5350
H (0.9980, -7.7643, -0.8895)  0.3600
H (-0.5865, -7.3336, -1.5200)  0.3256
H (-0.4588, -8.0361, 0.0839)  0.3458
H (2.2725, -5.8801, -0.1840)  0.3298
H (2.3896, -3.5159, 0.5759)  0.4778
H (-1.8256, -3.4353, 1.0409)  0.5351
H (-1.9652, -5.7971, 0.2673)  0.4109

Output
- total charge = +1
- relative energy (zero: lowest compared OMol25 entry of this formula, charge and spin) (eV) = 3.7559

---

ORCA calculation (wB97M-V/def2-TZVPD) on a structure of composition C26H21F3NO8S5 in a non-equilibrium geometry.

Last column: Mulliken charge in e.
Atoms and positions in Å:
F (-1.3619, 4.5067, -2.8590)  -0.2463
C (-0.5273, 3.4864, -2.5161)  0.7852
F (0.1892, 3.1424, -3.6208)  -0.2264
F (0.3302, 3.9224, -1.5590)  -0.1939
S (-1.5474, 2.0707, -1.9665)  -0.1463
N (-0.7372, 1.4541, -0.6333)  -0.1637
S (0.0003, -0.0934, -1.0639)  1.1467
C (1.5124, 0.6443, -1.6648)  1.1071
C (1.8219, 0.5886, -3.0266)  -0.5074
C (3.0374, 1.1174, -3.4641)  -0.7521
C (3.9630, 1.6260, -2.5458)  -0.5758
C (3.6383, 1.6705, -1.1921)  -0.6512
C (2.3547, 1.3209, -0.7871)  -0.8268
O (0.1191, -0.7533, 0.2081)  -0.4606
O (-0.7184, -0.7267, -2.1372)  -0.7278
S (-1.7754, 1.7036, 0.8477)  1.2482
C (-2.0789, 3.4879, 0.8174)  -0.0943
C (-1.0633, 4.3341, 1.2652)  -0.2635
C (-1.2809, 5.7150, 1.2949)  -0.6599
C (-2.5062, 6.2391, 0.8735)  -0.3165
C (-3.5050, 5.3955, 0.3793)  -0.6441
C (-3.2899, 4.0127, 0.3473)  -0.0805
O (-2.9846, 0.9636, 0.5909)  -0.6946
O (-0.9379, 1.3958, 1.9659)  -0.5311
H (1.1035, 0.1591, -3.7223)  0.4151
H (3.2675, 1.1116, -4.5308)  0.4141
H (4.9326, 1.9978, -2.8845)  0.3841
H (4.3631, 1.9787, -0.4396)  0.3776
H (1.9740, 1.6007, 0.1894)  0.7365
H (-0.1143, 3.9081, 1.5831)  0.4581
H (-0.4896, 6.3782, 1.6533)  0.3832
H (-2.6648, 7.3191, 0.9037)  0.3569
H (-4.4504, 5.8200, 0.0266)  0.3778
H (-4.0497, 3.3399, -0.0462)  0.4263
C (3.6897, 2.0420, 6.2263)  -0.3321
C (2.6931, 1.0624, 6.1807)  -0.5995
C (2.4531, 0.3469, 5.0022)  -0.6612
C (3.2228, 0.6276, 3.8714)  0.3428
S (2.7339, -0.0132, 2.2660)  1.4251
C (2.0847, -1.5758, 2.2713)  -0.9750
S (3.1304, -2.9160, 2.1326)  1.2182
C (3.5146, -2.8177, 0.3585)  0.1271
C (2.4365, -2.6639, -0.5017)  -0.5542
C (2.6548, -2.4573, -1.8594)  -0.3236
C (3.9546, -2.3665, -2.3572)  -0.4904
C (5.0322, -2.5033, -1.4795)  -0.5446
C (4.8215, -2.7374, -0.1156)  -0.3208
O (4.3892, -2.7237, 2.8177)  -0.7165
O (2.3297, -4.0994, 2.3630)  -0.8011
O (1.6362, 0.8727, 1.9268)  -0.2564
O (3.9290, -0.0077, 1.4281)  -0.7239
C (4.2133, 1.6176, 3.8982)  -0.4581
C (4.4183, 2.3470, 5.0728)  -0.6790
H (3.8835, 2.5840, 7.1545)  0.3474
H (2.0699, 0.8797, 7.0564)  0.3490
H (1.6618, -0.4003, 4.9404)  0.3996
H (1.0183, -1.7561, 2.4309)  0.5669
H (1.4326, -2.6600, -0.0850)  0.4634
H (1.7951, -2.3545, -2.5196)  0.4674
H (4.1161, -2.1815, -3.4236)  0.3679
H (6.0492, -2.4252, -1.8660)  0.3536
H (5.6524, -2.8369, 0.5823)  0.4297
H (4.7913, 1.8284, 2.9972)  0.3706
H (5.1280, 3.1752, 5.0755)  0.3536

Output
- total charge = -1
- relative energy (zero: lowest compared OMol25 entry of this formula, charge and spin) (eV) = 0.0000

---

ORCA calculation (wB97M-V/def2-TZVPD) on a structure of composition C26H21IrO6.

Last column: Mulliken charge in e.
Atoms and positions in Å:
Ir (-0.4887, 2.4584, -1.7315)  0.7035
C (1.3068, 3.6851, -1.7958)  -0.6797
C (0.5440, 3.7031, -3.0133)  -0.2574
C (-0.6955, 4.4269, -2.7680)  -0.5027
C (-0.7640, 4.6799, -1.4038)  -0.5895
C (0.4479, 4.1658, -0.7929)  -0.1718
H (2.3198, 3.3413, -1.6733)  0.4111
H (0.9042, 3.3798, -3.9778)  0.5215
H (-1.4838, 4.5753, -3.4880)  0.3943
H (-1.6031, 5.0979, -0.8716)  0.3683
H (0.7102, 4.2927, 0.2472)  0.5927
O (1.3809, 1.0300, 0.9764)  -0.3691
C (1.0367, -0.0157, 1.6558)  0.6047
C (-2.4197, 0.2327, 0.7687)  1.0232
O (-2.8106, -0.7533, 1.2209)  -0.4318
O (-1.9972, 1.2487, 0.3835)  -0.5304
C (0.2857, 0.1512, 2.8858)  0.8926
C (0.5026, -0.7284, 3.9576)  -0.3812
C (-0.1468, -0.5176, 5.1612)  -0.8246
C (-1.0175, 0.5544, 5.2976)  -0.4550
C (-1.2295, 1.4389, 4.2445)  -0.9784
C (-0.5712, 1.2500, 3.0469)  -0.4739
C (1.4590, -1.2797, 1.1204)  0.6041
C (0.6937, -2.4277, 1.3905)  -0.2003
C (1.0875, -3.6426, 0.8654)  -0.9833
C (2.2420, -3.7173, 0.0988)  -0.3501
C (2.9915, -2.5795, -0.1908)  -0.8246
C (2.5923, -1.3547, 0.2957)  -0.3913
H (1.0362, 1.8535, 1.3581)  0.2801
H (1.2135, -1.5340, 3.8481)  0.5684
H (0.0316, -1.1839, 5.9935)  0.4419
H (-1.5350, 0.7100, 6.2350)  0.4247
H (-1.9114, 2.2694, 4.3625)  0.4537
H (-0.7737, 1.9186, 2.2177)  0.4310
H (-0.2148, -2.3459, 1.9685)  0.5280
H (0.4912, -4.5265, 1.0447)  0.4483
H (2.5560, -4.6742, -0.2981)  0.4851
H (3.8820, -2.6568, -0.7987)  0.4564
H (3.1629, -0.4614, 0.0833)  0.4910
O (0.2610, 0.2399, -3.7009)  -0.7110
C (-0.1860, -0.8767, -3.0541)  0.7180
C (0.6347, -1.9968, -3.1194)  -0.7520
C (0.2439, -3.1798, -2.5202)  -0.3942
C (-0.9744, -3.2615, -1.8499)  -0.9218
C (-1.7843, -2.1448, -1.7800)  -0.7181
C (-1.4067, -0.9285, -2.3527)  0.8197
C (-2.3865, 0.2191, -2.2258)  0.0790
O (-3.5166, 0.0070, -1.8434)  -0.6252
O (-1.9819, 1.4360, -2.5443)  -0.7944
H (-0.5025, 0.7835, -3.9395)  0.4836
H (1.5546, -1.9232, -3.6848)  0.4778
H (0.8784, -4.0535, -2.6059)  0.5434
H (-1.2996, -4.1946, -1.4090)  0.4913
H (-2.7499, -2.1906, -1.2951)  0.5741

Output
- total charge = +1
- relative energy (zero: lowest compared OMol25 entry of this formula, charge and spin) (eV) = 0.4632
- expectation value of S² = 0.756
- multiplicity = 2

---

> total charge of number 2 (C26H21Cl2I2N4O5S2Sn)?

+1

---

> Which of these has the lowest total charge?

C26H21F3NO8S5